DFT (ωB97M-V/def2-TZVPD) results for C20H13N2O4SSn as an isolated structure.

As for the charge: +3. The HOMO energy is -17.767 eV. The calculation puts the lowest unoccupied orbital energy at -11.83 eV. The value obtained for the maximum force is 0.0073 hartree/bohr. The value obtained for the energy above the lowest of the compared OMol25 structures with the same formula, charge and spin is 39.5 kcal/mol.

Each line ends with the Löwdin charge.
CARTESIAN COORDINATES (ANGSTROEM)
C1 1.108 -4.828 -1.359  -0.001
C2 0.584 1.361 1.521  -0.260
H1 3.504 1.640 -0.092  0.133
O1 -3.654 0.114 -0.249  -0.116
C3 -0.244 -4.434 -1.445  -0.009
C4 -0.711 1.196 2.194  -0.147
N1 0.253 -0.791 -1.152  -0.044
H2 2.493 1.367 1.778  0.172
S1 2.780 -1.186 -0.968  1.256
C5 1.421 1.327 -0.897  -0.380
C6 -3.144 0.814 3.271  0.081
H3 0.038 1.454 4.199  0.151
C7 -0.605 -3.113 -1.376  0.003
Sn1 -1.655 0.573 -1.543  1.617
H4 2.516 3.769 -3.666  0.154
C8 3.132 2.756 -1.835  0.034
C9 1.028 2.344 -3.106  -0.027
C10 2.774 1.946 -0.836  0.020
H5 0.425 2.527 -3.987  0.134
H6 -2.230 1.112 5.192  0.150
C11 0.513 1.690 -2.005  -0.094
H7 3.156 -4.226 -1.148  0.134
H8 -1.641 -2.808 -1.447  0.117
C12 1.409 -0.177 -0.999  -0.536
C13 0.413 -2.161 -1.221  -0.278
C14 2.233 3.009 -2.943  0.117
O2 -5.254 0.435 1.194  0.241
H9 1.353 -5.881 -1.421  0.137
O3 0.521 1.700 0.296  0.084
H10 -5.477 0.717 2.095  0.150
C15 -3.993 0.408 0.883  -0.435
C16 -2.084 1.069 4.121  0.051
C17 1.757 -2.568 -1.136  -0.405
N2 -1.725 0.947 1.356  0.156
H11 4.120 3.198 -1.858  0.150
H12 -1.005 -5.193 -1.570  0.134
C18 -2.920 0.754 1.896  -0.132
C19 -0.822 1.259 3.572  0.088
C20 2.122 -3.913 -1.204  -0.035
O4 1.644 1.152 2.204  0.292
H13 -4.128 0.640 3.690  0.143

Cartesian forces, eV/Å:
-0.027 -0.066 -0.009
-0.099 0.050 0.107
-0.040 0.027 0.015
-0.114 -0.126 0.146
0.015 -0.034 -0.003
0.095 -0.067 -0.114
-0.286 -0.099 0.125
-0.047 0.013 0.001
0.007 0.016 0.061
0.056 -0.051 0.101
-0.041 -0.006 0.066
-0.006 -0.003 -0.026
-0.020 0.096 0.014
0.177 0.015 -0.328
0.049 -0.028 0.005
0.077 0.175 -0.272
-0.050 -0.036 0.078
-0.088 -0.193 0.067
0.003 0.038 0.014
-0.008 -0.004 -0.012
-0.139 0.051 -0.071
-0.025 0.020 0.010
-0.043 -0.036 0.000
0.248 0.023 0.007
-0.046 0.009 -0.015
0.107 0.016 0.051
-0.041 -0.049 0.063
-0.018 0.029 0.006
0.192 0.027 0.008
0.040 0.010 -0.049
0.004 0.125 -0.030
-0.036 0.014 0.083
0.043 0.052 -0.040
-0.062 -0.013 -0.011
-0.032 0.030 -0.029
0.014 0.021 0.003
-0.018 -0.048 -0.064
0.020 0.008 0.087
0.065 0.009 -0.024
0.046 -0.018 -0.024
0.028 0.005 0.001



DFT (ωB97M-V/def2-TZVPD) results for one molecule with the formula C4H9NS in a non-equilibrium geometry.

As for the charge: 0. The HOMO energy is -8.139 eV. The structure (SMILES) is CCNC(C)=S. The calculation puts the lowest unoccupied orbital energy at 0.84 eV. The value obtained for the maximum force is 0.0310 hartree/bohr. The value obtained for the energy above the lowest of the compared OMol25 structures with the same formula, charge and spin is 0.0 kcal/mol.

Each line ends with the Löwdin charge.
CARTESIAN COORDINATES (ANGSTROEM)
N1 -0.016 -0.450 -0.391  -0.035
S1 -1.359 1.819 -0.128  0.624
H1 -2.106 -1.787 0.019  0.061
H2 -2.591 -0.658 1.267  0.084
C1 -1.170 0.173 -0.114  -0.869
C2 2.024 0.587 0.565  -0.092
H3 2.985 1.074 0.260  0.088
H4 2.285 -0.266 1.152  0.055
H5 -3.207 -0.452 -0.389  0.087
H6 -0.046 -1.421 -0.302  0.112
H7 1.834 -0.459 -1.343  0.121
H8 1.022 1.108 -1.292  0.089
C3 1.234 0.212 -0.693  -0.275
H9 1.430 1.269 1.182  0.061
C4 -2.318 -0.748 0.208  -0.110

Cartesian forces, eV/Å:
-0.499 1.406 0.006
0.013 -0.192 0.031
0.209 -0.481 -0.183
0.085 0.125 -0.244
-0.006 0.325 -0.085
0.370 0.994 -0.797
-0.823 -0.216 0.303
0.088 -0.724 0.369
0.605 -0.153 0.416
0.272 -1.572 0.024
-0.364 0.237 0.419
-0.095 -0.240 0.290
0.755 -0.073 -0.411
0.205 -0.014 -0.134
-0.815 0.578 -0.003



DFT (ωB97M-V/def2-TZVPD) results for C27H49N4O7PS as an isolated structure in a non-equilibrium geometry.

As for the charge: 0. The HOMO energy (alpha / beta) is -8.662 / -8.932 eV. As for the spin multiplicity: 3. The calculation puts the lowest unoccupied orbital energy (alpha / beta) at 0.37 / -0.05 eV. The value obtained for the maximum force is 0.0487 hartree/bohr.

Each line ends with the Mulliken spin population.
CARTESIAN COORDINATES (ANGSTROEM)
S1 -6.769 -6.467 0.070  0.000
H1 -1.444 1.976 2.496  0.005
C1 6.852 4.728 1.147  0.006
C2 -2.059 1.431 -1.937  -0.009
C3 -0.451 3.246 1.084  -0.039
H2 -1.253 3.829 -0.829  0.003
H3 -2.056 2.250 -2.656  0.000
C4 -1.340 2.993 -0.131  0.024
H4 -4.988 -9.240 0.721  0.000
H5 0.253 2.218 2.840  0.002
H6 -4.648 -9.230 -4.097  0.000
H7 -1.848 0.505 -2.475  -0.002
H8 -0.811 4.129 1.617  0.002
H9 -3.385 -5.488 2.173  0.000
O1 3.320 4.315 0.615  0.559
H10 1.627 -0.205 0.415  -0.008
H11 -4.952 -4.811 0.038  0.000
H12 0.336 -0.327 3.155  0.001
O2 -7.555 -7.599 -0.207  0.000
H13 5.789 6.326 2.974  0.000
H14 3.557 4.600 -2.284  -0.001
H15 -1.701 -6.451 -0.316  0.000
C5 -4.911 -9.209 -0.354  0.000
H16 6.508 6.555 -1.028  0.001
H17 4.082 6.125 2.655  0.005
C6 4.173 7.104 0.017  0.019
O3 -5.385 -6.858 0.883  0.000
C7 -3.792 -4.743 -1.731  0.001
C8 -4.349 -6.769 -0.158  0.000
O4 -6.097 -5.777 -1.278  0.000
H18 -3.068 1.369 -1.530  0.001
H19 4.268 7.928 -0.694  0.000
H20 0.571 3.478 0.773  0.020
C9 -0.122 0.727 1.331  0.006
C10 -0.456 2.047 2.028  0.022
N1 4.525 4.636 0.261  0.368
C11 4.456 5.781 -0.697  0.025
C12 0.322 1.852 -1.630  0.018
C13 -4.765 -5.470 -0.817  0.000
N2 -5.075 -10.364 -2.438  0.000
O5 -7.406 -5.397 0.740  0.000
C14 5.064 6.164 2.173  0.017
C15 5.113 3.695 2.488  -0.009
H21 2.379 5.509 -1.330  0.004
C16 -5.141 -10.313 -1.115  0.000
H22 -5.430 -11.224 -0.602  0.000
H23 1.964 0.622 1.932  0.001
N3 -2.539 -5.992 1.935  0.000
H24 -1.355 -0.437 2.715  0.000
H25 -2.385 2.976 0.198  0.004
C17 -3.169 -3.516 -1.080  0.001
H26 4.107 3.717 2.907  0.002
C18 -1.009 1.688 -0.857  0.011
H27 1.027 2.522 -1.139  0.003
C19 1.385 0.678 1.009  0.021
H28 -2.989 -5.374 -2.110  0.000
H29 -2.486 -8.222 0.928  0.000
C20 -4.467 -8.060 -2.360  0.000
C21 5.087 7.353 1.215  -0.018
H30 1.752 1.556 0.482  -0.002
H31 -1.554 -3.173 -0.065  0.000
H32 6.237 4.920 -1.646  -0.010
H33 5.594 6.313 -2.487  0.001
H34 0.145 2.276 -2.618  0.002
H35 -4.196 -7.164 -2.898  0.000
H36 -3.688 -3.229 -0.160  -0.002
H37 6.110 7.556 0.885  -0.001
C22 5.777 5.898 -1.497  0.011
O6 -1.810 -3.793 -0.754  0.000
C23 3.381 5.539 -1.755  -0.013
H38 0.812 0.889 -1.785  -0.011
H39 -3.227 -2.637 -1.727  0.000
H40 -0.153 -1.389 1.835  0.000
N4 -0.925 0.532 0.086  0.360
H41 7.235 5.587 0.601  0.001
H42 3.393 6.347 -2.486  0.000
H43 5.269 2.720 2.023  0.000
H44 4.758 8.251 1.742  0.002
C24 -4.580 -8.041 -0.996  0.000
O7 -2.128 0.171 0.417  0.581
C25 -4.722 -9.232 -3.014  0.000
H45 7.443 4.667 2.061  0.000
C26 5.353 4.826 1.490  0.030
H46 7.059 3.830 0.562  -0.007
P1 -2.667 -6.850 0.635  0.000
H47 3.134 7.117 0.363  0.004
H48 5.808 3.784 3.322  0.000
H49 -4.373 -4.375 -2.579  0.000
C27 -0.344 -0.424 2.310  -0.014

Cartesian forces, eV/Å:
-0.493 1.659 0.362
-0.027 -0.148 -0.092
0.132 0.200 -0.228
-0.500 -0.375 0.267
0.143 -0.010 -0.046
0.037 -0.118 -0.138
0.169 0.054 0.053
-0.154 0.067 0.594
-0.132 -0.121 0.089
0.076 -0.156 -0.035
-0.038 -0.176 -0.016
0.021 0.004 0.020
0.014 0.000 -0.005
0.096 0.004 0.244
0.071 -0.698 -0.342
-0.049 -0.001 -0.010
0.362 0.217 -0.098
0.103 0.105 -0.091
0.313 -0.983 -0.755
0.057 -0.162 -0.021
0.015 -0.001 0.025
-0.356 -0.603 -0.428
0.313 0.417 0.549
0.017 -0.086 0.059
-0.031 -0.132 -0.087
-0.109 0.083 0.565
-0.633 0.436 -1.004
-0.853 0.333 -0.731
-0.152 -1.714 -0.497
-0.075 -1.210 0.658
0.070 -0.104 0.082
0.018 -0.118 -0.134
-0.006 -0.019 -0.009
1.822 -0.437 0.476
-0.454 0.414 -0.151
-1.748 1.217 1.254
1.006 0.458 -1.603
0.262 0.001 0.124
0.845 0.528 1.076
0.076 -0.063 0.109
0.259 0.382 0.667
-0.396 0.416 -0.163
-0.564 -0.203 -0.046
0.067 -0.103 0.082
-0.508 -1.423 0.297
0.026 -0.118 -0.158
-0.133 -0.029 0.075
-0.183 -0.002 -0.410
-0.029 -0.012 -0.142
-0.004 -0.157 -0.037
0.381 0.437 0.561
-0.035 -0.009 -0.145
1.034 0.504 -1.611
0.020 -0.090 0.058
0.124 0.220 -0.259
-0.081 -0.076 -0.046
0.054 0.018 -0.725
0.322 0.821 0.086
0.037 -0.081 -0.032
-0.036 -0.024 -0.025
0.145 -0.023 0.036
-0.019 -0.005 0.046
-0.159 0.026 0.048
-0.167 0.019 0.044
-0.062 -0.040 -0.194
-0.221 -0.137 -0.069
-0.008 -0.033 -0.024
0.247 -0.027 0.102
-0.093 -0.136 -0.121
-0.501 -0.351 0.276
-0.020 -0.007 0.045
0.052 -0.140 -0.230
0.006 0.018 -0.013
-1.816 1.158 1.272
-0.052 -0.033 -0.054
0.168 0.051 0.051
-0.019 0.022 -0.029
0.016 0.000 -0.008
0.761 1.089 0.362
0.181 -0.713 -0.384
-0.004 -0.226 -1.477
-0.134 -0.032 0.076
1.773 -0.446 0.456
-0.045 0.007 -0.015
-0.139 1.200 2.066
-0.005 -0.144 -0.025
0.099 0.112 -0.091
0.027 -0.241 -0.182
-0.591 -0.198 -0.076